Formula: C25H32F22MgN3O28S6
Source: the Open Molecules 2025 dataset
Level of theory: wB97M-V/def2-TZVPD

Spin multiplicity: 1
Charge: -1
Orbital gap, eV: 7.78
E_LUMO, eV: 0.58

Cartesian coordinates (Å):
Mg1 1.9543 19.5530 -38.1638
C1 1.4618 23.5122 -36.9354
F1 1.9358 24.0588 -35.8268
F2 0.6057 22.5543 -36.6164
F3 0.8158 24.4375 -37.6046
S1 2.8305 22.7426 -38.0460
O1 3.1826 23.7877 -38.9932
O2 3.9187 22.3275 -37.2066
N1 2.0515 21.3407 -38.7084
S2 1.3325 21.6686 -40.0882
O3 0.5068 20.5546 -40.4261
O4 0.7784 22.9959 -40.1286
C2 2.7631 21.5720 -41.4078
F4 2.5029 22.4855 -42.3080
F5 3.9132 21.8268 -40.8073
F6 2.8104 20.3618 -41.9217
C3 0.7402 18.5425 -34.3957
F7 1.4654 17.6986 -33.6951
F8 -0.4232 18.8672 -33.9116
F9 1.4699 19.6607 -34.4717
S3 0.5056 17.8942 -36.2175
O5 1.6470 17.0936 -36.6078
O6 -0.7084 17.1507 -36.0575
N2 0.3665 19.3216 -37.1368
S4 -1.1681 19.7584 -37.1767
O7 -1.8958 19.8421 -35.9394
O8 -1.3068 20.9423 -37.9908
C4 -2.0693 18.4610 -38.3330
F10 -2.7821 17.5707 -37.6700
F11 -2.8712 19.1444 -39.1182
F12 -1.1842 17.8112 -39.0825
C5 0.5331 10.8928 -42.3340
F13 -0.5816 10.5180 -42.9031
F14 0.8476 10.0895 -41.3266
F15 1.5851 10.7669 -43.1942
S5 0.4557 12.7048 -41.7469
O9 1.6304 13.3129 -42.3106
O10 -0.8014 13.1861 -42.2657
N3 0.4727 12.5863 -40.0633
S6 -1.0600 12.4442 -39.5208
O11 -2.0417 11.6431 -40.2224
O12 -0.9607 12.1462 -38.1160
C6 -1.7533 14.2575 -39.5544
F16 -2.8638 14.4040 -40.2512
F17 -1.9758 14.6131 -38.2672
F18 -0.8052 15.0901 -39.9855
C7 -2.0834 21.7435 -32.7730
C8 -3.5715 22.1360 -32.5464
O13 -3.7241 22.1484 -31.1495
C9 -2.6153 21.9012 -30.5158
O14 -2.4853 21.7496 -29.3379
O15 -1.5914 21.7386 -31.4107
F19 -4.3960 21.1800 -33.0461
H1 -1.6559 22.5479 -33.3712
H2 -1.9495 20.7821 -33.2594
H3 -3.9307 23.0981 -32.9180
C10 2.4880 23.5902 -32.5639
C11 3.9972 23.8623 -32.5381
O16 4.4779 23.0123 -33.5441
C12 3.5541 22.1012 -33.8997
O17 3.6738 21.2401 -34.6999
O18 2.3912 22.3625 -33.2443
F20 4.5469 23.4417 -31.3463
H4 2.1759 24.4160 -33.2142
H5 2.0128 23.6329 -31.5913
H6 4.3345 24.8898 -32.6607
C13 -5.6617 20.3119 -37.5911
C14 -6.5157 21.4513 -38.1529
O19 -6.3026 22.4461 -37.1611
C15 -5.0669 22.2617 -36.6043
O20 -4.3958 23.0869 -36.0617
O21 -4.6515 21.0405 -36.8742
F21 -7.8159 20.9989 -37.9017
H7 -5.0833 19.7637 -38.3336
H8 -6.1290 19.6143 -36.9041
H9 -6.4237 21.7356 -39.1964
C16 -4.2861 16.0980 -34.0945
C17 -3.8226 17.3863 -34.7718
O22 -3.3427 18.0988 -33.6554
C18 -3.9226 17.6325 -32.5322
O23 -3.8980 18.1079 -31.4423
O24 -4.6081 16.4975 -32.7828
F22 -4.8998 17.9862 -35.3550
H10 -3.5358 15.3129 -34.2263
H11 -5.1058 15.6916 -34.6897
H12 -3.0107 17.2104 -35.4696
C19 -6.0863 16.2468 -41.2052
C20 -6.2873 16.0123 -39.7227
C21 -5.6807 17.2793 -39.0842
O25 -4.9722 17.9413 -40.1206
C22 -4.8506 17.1284 -41.2900
H13 -6.9527 16.7553 -41.6473
H14 -6.1163 15.3229 -41.7878
H15 -5.5995 15.1973 -39.4897
H16 -7.3390 15.8329 -39.5173
H17 -4.9686 16.9009 -38.3483
H18 -6.4381 17.8980 -38.6047
H19 -3.9472 16.5289 -41.4228
H20 -4.9001 17.8863 -42.0734
C23 4.4807 18.6234 -36.4260
O26 3.5358 19.5769 -36.9402
H21 4.2059 18.4196 -35.3913
H22 4.4997 17.7060 -37.0081
H23 5.4810 19.0565 -36.4637
H24 3.5869 20.3340 -36.3224
C24 0.0752 17.3510 -41.9824
O27 1.3368 16.7147 -41.8124
H25 -0.7741 16.6633 -41.9581
H26 -0.0395 18.0884 -41.1935
H27 0.0457 17.8520 -42.9561
H28 1.4538 16.1462 -42.5806
C25 1.3558 13.8866 -35.9231
O28 1.2047 14.4084 -37.2303
H29 0.6398 13.0592 -35.8433
H30 2.3240 13.3838 -35.8177
H31 1.0508 14.6229 -35.1745
H32 1.4437 15.3401 -37.1411

=====

Formula: C29H25Cl4F7MoN3O8S3
Source: the Open Molecules 2025 dataset
Level of theory: wB97M-V/def2-TZVPD

Spin multiplicity: 3
Energy relative to the best compared isomer or geometry (same formula, charge and spin), kcal per mole: 26.0
Charge: -1
Orbital gap (alpha / beta), eV: 6.74 / 7.23
<S²>: 2.016
E_LUMO (alpha / beta), eV: 0.91 / 1.34

Cartesian coordinates (Å):
Mo1 -0.2425 0.3296 -0.6698
F1 4.4813 4.6267 2.0715
C1 4.1042 4.5964 0.7895
F2 5.0612 3.9864 0.0888
F3 3.9939 5.8505 0.3541
S1 2.5019 3.6860 0.6637
O1 2.8505 2.3154 0.9079
O2 1.6513 4.3790 1.5827
N1 2.0773 4.0156 -0.8216
S2 1.8797 3.0328 -2.0106
O3 1.0732 1.8507 -1.7443
O4 1.5474 3.7552 -3.1944
C2 3.5486 2.3414 -2.4061
F4 4.4169 3.3433 -2.5513
F5 3.9931 1.5195 -1.4630
F6 3.4825 1.6712 -3.5594
Cl1 -7.1096 3.1145 -2.9483
C3 -5.5216 2.5215 -2.5425
C4 -4.4286 3.3567 -2.6760
C5 -3.1725 2.8796 -2.3468
Cl2 -1.8069 3.9233 -2.5056
C6 -2.9687 1.5716 -1.8792
O5 -1.7768 1.1514 -1.5538
C7 -4.1131 0.7676 -1.7674
Cl3 -3.9454 -0.8502 -1.1700
C8 -5.3782 1.2233 -2.0898
H1 -4.5433 4.3713 -3.0287
H2 -6.2346 0.5746 -1.9787
C9 1.4109 -4.7791 2.9528
C10 1.1360 -3.3860 3.5028
N2 0.0645 -2.6909 2.7768
C11 -1.2559 -2.6418 3.4047
C12 -2.1099 -3.8652 3.1047
C13 0.3101 -2.1609 1.5733
S3 -1.0354 -1.6207 0.6387
N3 1.5881 -2.2545 1.1575
C14 2.0629 -1.4944 0.2051
O6 1.5118 -0.3978 -0.1808
C15 3.3522 -1.8485 -0.4167
C16 4.1202 -2.8861 0.1082
C17 5.3045 -3.2454 -0.5095
C18 5.7169 -2.5741 -1.6550
C19 4.9490 -1.5460 -2.1805
C20 3.7638 -1.1813 -1.5636
H3 2.2353 -5.2375 3.5016
H4 1.6847 -4.7219 1.9007
H5 0.5369 -5.4233 3.0480
H6 2.0366 -2.7772 3.4588
H7 0.8176 -3.4415 4.5434
H8 -1.7577 -1.7397 3.0608
H9 -1.0907 -2.5405 4.4782
H10 -2.2318 -3.9895 2.0286
H11 -3.0982 -3.7457 3.5509
H12 -1.6632 -4.7737 3.5105
H13 3.7775 -3.3976 0.9974
H14 5.9057 -4.0487 -0.1033
H15 6.6386 -2.8636 -2.1449
H16 5.2626 -1.0337 -3.0804
H17 3.1347 -0.4108 -1.9832
Cl4 -0.9809 -4.6694 -1.8970
C21 -1.2472 -3.0189 -2.5249
C22 0.0197 -2.1628 -2.5113
O7 1.1128 -2.6642 -2.6704
O8 -0.2248 -0.8922 -2.3951
H18 -2.0290 -2.5646 -1.9305
H19 -1.5868 -3.1157 -3.5548
F7 -6.1710 3.2330 1.0372
C23 -4.8794 2.8142 1.0755
C24 -4.6154 1.4893 1.3535
C25 -3.2947 1.0650 1.3773
C26 -2.2395 1.9430 1.1240
C27 -0.8104 1.4995 1.0780
C28 -2.5556 3.2797 0.8744
C29 -3.8705 3.7236 0.8408
H20 -5.4338 0.8026 1.5274
H21 -3.0841 0.0217 1.5771
H22 -0.5628 0.9055 1.9630
H23 -0.1809 2.3830 1.0988
H24 -1.7521 3.9832 0.6901
H25 -4.1129 4.7571 0.6306

=====

Formula: O2
Source: the Open Molecules 2025 dataset
Level of theory: wB97M-V/def2-TZVPD

Spin multiplicity: 2
Energy relative to the best compared isomer or geometry (same formula, charge and spin), kcal per mole: 50.0
Charge: -1
Orbital gap (alpha / beta), eV: 8.72 / 7.93
<S²>: 0.762
E_LUMO (alpha / beta), eV: 5.20 / 4.93

Cartesian coordinates (Å):
O1 0.0000 0.0000 0.9240
O2 0.0000 0.0000 -0.9240

=====

Formula: C6H16SSi
Source: the Open Molecules 2025 dataset
Level of theory: wB97M-V/def2-TZVPD

Spin multiplicity: 1
Energy relative to the best compared isomer or geometry (same formula, charge and spin), kcal per mole: 65.5
Charge: 0
Orbital gap, eV: 8.40
E_LUMO, eV: 0.31

Cartesian coordinates (Å):
C1 -1.8298 -1.8686 -2.0084
C2 -0.7509 1.8743 0.3508
C3 2.4256 0.8583 0.4115
C4 0.5519 -0.0510 2.5278
C5 -1.5098 -1.1104 -0.7456
C6 -0.0203 -0.8289 -0.4859
Si1 0.5910 0.5760 0.7386
S1 0.9088 -2.2493 -0.6454
H1 -2.8412 -1.9474 -2.1632
H2 -1.4330 -2.8091 -2.0319
H3 -1.3242 -1.1600 -2.7809
H4 -1.5332 1.7198 1.0917
H5 -0.2943 2.8505 0.4660
H6 -1.0908 1.7361 -0.5797
H7 2.3483 0.6189 -0.6325
H8 2.6917 1.8832 0.5391
H9 3.0792 0.2097 0.9184
H10 -0.2916 -0.5694 2.9040
H11 1.4988 -0.7422 2.8364
H12 0.7159 0.8117 3.1762
H13 -2.0475 -1.6855 0.0778
H14 -1.8800 -0.1641 -0.8317
H15 0.2147 0.2999 -2.0542
H16 2.0123 -1.8160 -0.0781

=====

Formula: C21H48BrClO19S6
Source: the Open Molecules 2025 dataset
Level of theory: wB97M-V/def2-TZVPD

Spin multiplicity: 1
SMILES: O=C(Cl)C[C@@H]1C[C@@H](Br)COS1(=O)=O.CCOS(C)(=O)=O.CCOS(C)(=O)=O.CCOS(C)(=O)=O.CCOS(C)(=O)=O.CCOS(C)(=O)=O
Charge: 0
Orbital gap, eV: 10.32
E_LUMO, eV: 0.35

Cartesian coordinates (Å):
O1 1.5618 2.3965 4.5557
C1 1.9845 2.0510 3.4808
Cl1 2.0839 0.3287 3.0897
C2 2.4590 2.9949 2.4102
C3 1.3411 3.5596 1.5200
C4 0.2736 4.3210 2.3726
C5 -1.1076 3.7162 2.3166
Br1 -2.1922 4.4383 0.8718
C6 -1.0919 2.2168 2.3303
O2 -0.5399 1.5964 1.1504
S1 0.6593 2.3265 0.3957
O3 0.1614 2.9695 -0.7782
O4 1.6888 1.3557 0.1708
H1 2.9028 3.8485 2.9108
H2 3.2361 2.5556 1.8023
H3 1.8224 4.2696 0.8618
H4 0.6326 4.3172 3.3941
H5 0.2550 5.3553 2.0589
H6 -1.6385 4.0248 3.2076
H7 -0.5960 1.8487 3.2219
H8 -2.1163 1.8739 2.3966
C7 8.1368 5.3580 3.0892
C8 8.6859 5.1862 1.6871
O5 7.9622 4.1942 0.9273
S2 6.5526 4.6077 0.3235
C9 6.3650 3.2414 -0.7681
O6 6.7074 5.8143 -0.4269
O7 5.5598 4.5245 1.3513
H9 7.1411 5.7988 3.0739
H10 8.7905 6.0112 3.6670
H11 8.0628 4.3943 3.5924
H12 8.6944 6.1309 1.1417
H13 9.7103 4.8223 1.7265
H14 7.1438 3.2884 -1.5235
H15 5.3826 3.3298 -1.2267
H16 6.4300 2.3220 -0.1927
C10 1.7902 -2.5172 -0.0812
C11 0.2863 -2.5932 -0.2121
O8 -0.2216 -3.9423 -0.0628
S3 -0.3214 -4.5406 1.4057
C12 -1.3328 -5.9223 1.0074
O9 -1.0508 -3.6241 2.2284
O10 0.9689 -5.0031 1.8141
H17 2.1117 -2.7409 0.9367
H18 2.1319 -1.5142 -0.3343
H19 2.2744 -3.2331 -0.7417
H20 -0.2101 -1.9328 0.5007
H21 -0.0144 -2.2819 -1.2090
H22 -2.2979 -5.5657 0.6598
H23 -1.4508 -6.5118 1.9137
H24 -0.8385 -6.5106 0.2403
C13 4.4913 -1.0226 -5.3871
C14 2.9915 -1.1813 -5.5369
O11 2.5671 -2.5565 -5.4152
S4 2.4912 -3.1738 -3.9521
C15 1.5698 -4.6152 -4.3635
O12 1.6965 -2.3131 -3.1331
O13 3.8007 -3.5596 -3.5325
H25 4.8142 -1.2482 -4.3718
H26 4.7810 0.0024 -5.6186
H27 5.0177 -1.7009 -6.0582
H28 2.4500 -0.5654 -4.8176
H29 2.6778 -0.8736 -6.5321
H30 0.5882 -4.3130 -4.7174
H31 1.4839 -5.2077 -3.4547
H32 2.1098 -5.1693 -5.1262
C16 -6.2444 -8.6318 -1.9217
C17 -4.9320 -9.0647 -2.5440
O14 -4.3285 -8.0226 -3.3417
S5 -3.5805 -6.8479 -2.5775
C18 -2.7516 -6.1681 -3.9725
O15 -2.6144 -7.4206 -1.6889
O16 -4.5391 -5.9041 -2.0993
H33 -6.0913 -7.8601 -1.1687
H34 -6.7280 -9.4838 -1.4442
H35 -6.9117 -8.2235 -2.6800
H36 -4.2229 -9.4044 -1.7879
H37 -5.0961 -9.8908 -3.2325
H38 -2.0486 -6.9027 -4.3551
H39 -2.2279 -5.2791 -3.6274
H40 -3.4910 -5.9032 -4.7231
C19 -7.3085 5.4694 5.1879
C20 -8.0488 5.1726 3.8989
O17 -7.3670 5.6908 2.7379
S6 -6.1059 4.8818 2.2009
C21 -5.9671 5.6899 0.6452
O18 -6.4874 3.5177 2.0057
O19 -4.9698 5.2055 3.0057
H41 -6.3690 4.9214 5.2405
H42 -7.9203 5.1817 6.0430
H43 -7.0745 6.5312 5.2595
H44 -8.2229 4.1028 3.7748
H45 -9.0198 5.6635 3.9018
H46 -6.8537 5.4722 0.0571
H47 -5.0792 5.2925 0.1595
H48 -5.8593 6.7576 0.8146